DFT (the ωB97M-V functional and the def2-TZVPD basis) results for a 2-piece molecular cluster, CHIN2 overall.

The calculation puts the HOMO energy at -0.3301 Ha. The calculation puts the LUMO energy at -1.403 eV. The relative energy (zero: lowest compared OMol25 entry of this formula, charge and spin) is 160.82 kJ/mol. The electronic energy comes out at -445.7973 a.u. The value obtained for the molecular weight is 167.9 g mol⁻¹. The HOMO-LUMO gap is 0.2785 Ha.

```
! RIJCOSX wB97M-V def2-TZVPD def2/J DEFGRID3
* xyz 0 1
C -0.276 1.029 0.289
N 1.184 -2.336 -1.216
N 0.486 -2.450 -0.367
I 0.006 2.777 1.372
H -1.401 0.981 -0.078
*
```

---

DFT (the ωB97M-V functional and the def2-TZVPD basis) results for CHIN2O2S in the gas phase.

The calculation puts the HOMO energy at -0.3643 Ha. The calculation puts the LUMO energy at -0.749 eV. The relative energy (zero: lowest compared OMol25 entry of this formula, charge and spin) is 208.19 kJ/mol. The electronic energy comes out at -994.4089 a.u. The value obtained for the molecular weight is 232.0 g mol⁻¹. The HOMO-LUMO gap is 0.3367 Ha.

```
! RIJCOSX wB97M-V def2-TZVPD def2/J DEFGRID3
* xyz 0 1
C -0.402 0.955 0.616
N -0.424 0.036 1.406
N 0.434 0.085 -1.022
O -0.491 -2.181 -1.130
O -0.039 -1.167 1.346
S 0.589 -1.468 -0.505
I -0.801 2.922 0.317
H 1.134 0.819 -1.028
*
```

---

DFT (the ωB97M-V functional and the def2-TZVPD basis) results for CHIN2OS2 as an isolated structure.

The calculation puts the HOMO energy (alpha / beta) at -0.3417 / -0.3418 Ha. The calculation puts the LUMO energy (alpha / beta) at -1.626 / -1.626 eV. The relative energy (zero: lowest compared OMol25 entry of this formula, charge and spin) is 38.15 kJ/mol. The electronic energy comes out at -1317.2964 a.u. The value obtained for the molecular weight is 248.1 g mol⁻¹. The HOMO-LUMO gap (alpha / beta) is 0.2820 / 0.2820 Ha.

```
! RIJCOSX wB97M-V def2-TZVPD def2/J DEFGRID3
* xyz 0 1
C -1.259 -0.487 -0.361
N -0.119 1.191 -1.295
N 1.354 -0.630 0.029
O 0.262 1.577 1.207
S -0.050 -1.427 0.216
S 0.827 1.413 -0.156
I -3.242 -0.667 0.003
H 2.228 -0.970 0.357
*
```

---

DFT (the ωB97M-V functional and the def2-TZVPD basis) results for an isolated ion of composition CHN2O4 and charge -1.

The calculation puts the HOMO energy at -0.1999 Ha. The calculation puts the LUMO energy at 4.257 eV. The relative energy (zero: lowest compared OMol25 entry of this formula, charge and spin) is 34.89 kJ/mol. The electronic energy comes out at -449.1562 a.u. The value obtained for the molecular weight is 105.0 g mol⁻¹. Its SMILES is O=C([O-])N[N+](=O)[O-]. The HOMO-LUMO gap is 0.3563 Ha.

```
! RIJCOSX wB97M-V def2-TZVPD def2/J DEFGRID3
* xyz -1 1
C -1.381 0.122 0.076
N 0.111 0.207 -0.341
N 1.216 -0.113 0.287
O -1.503 0.210 1.276
O -2.016 0.028 -0.963
O 1.178 -0.182 1.491
O 2.235 -0.198 -0.390
H 0.160 -0.074 -1.435
*
```

---

DFT (the ωB97M-V functional and the def2-TZVPD basis) results for a 2-piece molecular cluster, CHN3O overall.

The calculation puts the HOMO energy at -0.4062 Ha. The calculation puts the LUMO energy at 0.882 eV. The relative energy (zero: lowest compared OMol25 entry of this formula, charge and spin) is 3.69 kJ/mol. The electronic energy comes out at -278.2561 a.u. The value obtained for the molecular weight is 71.0 g mol⁻¹. Its SMILES is N=C=O.N#N. The HOMO-LUMO gap is 0.4386 Ha.

```
! RIJCOSX wB97M-V def2-TZVPD def2/J DEFGRID3
* xyz 0 1
C 1.437 -0.222 0.456
N -1.967 -0.569 -0.387
N 1.063 0.760 -0.153
N -2.631 0.281 -0.265
O 1.743 -0.996 1.216
H 0.355 0.746 -0.866
*
```

---

DFT (the ωB97M-V functional and the def2-TZVPD basis) results for CHN3O in the gas phase.

The calculation puts the HOMO energy (alpha / beta) at -0.3854 / -0.3854 Ha. The calculation puts the LUMO energy (alpha / beta) at 0.077 / 0.076 eV. The relative energy (zero: lowest compared OMol25 entry of this formula, charge and spin) is 422.17 kJ/mol. The electronic energy comes out at -278.0967 a.u. The value obtained for the molecular weight is 71.0 g mol⁻¹. The HOMO-LUMO gap (alpha / beta) is 0.3883 / 0.3882 Ha.

```
! RIJCOSX wB97M-V def2-TZVPD def2/J DEFGRID3
* xyz 0 1
O -1.154 0.953 -0.433
N 0.009 1.102 -0.010
C 0.709 0.058 0.258
N -0.102 -1.147 -0.024
N -1.188 -0.988 -0.423
H 1.726 0.023 0.632
*
```

---

DFT (the ωB97M-V functional and the def2-TZVPD basis) results for CHN3O2 in the gas phase.

The calculation puts the HOMO energy at -0.3975 Ha. The calculation puts the LUMO energy at 0.085 eV. The relative energy (zero: lowest compared OMol25 entry of this formula, charge and spin) is 235.20 kJ/mol. The electronic energy comes out at -353.3436 a.u. The value obtained for the molecular weight is 87.0 g mol⁻¹. Its SMILES is Oc1nnno1. The HOMO-LUMO gap is 0.4006 Ha.

```
! RIJCOSX wB97M-V def2-TZVPD def2/J DEFGRID3
* xyz 0 1
C -0.643 0.079 -0.171
H -2.301 -0.683 0.032
N 0.189 1.173 -0.109
N 1.319 0.561 0.059
N 1.449 -0.589 0.168
O -1.881 0.097 0.174
O 0.064 -1.072 -0.154
*
```

---

DFT (the ωB97M-V functional and the def2-TZVPD basis) results for CHN3O2S as an isolated structure.

The calculation puts the HOMO energy at -0.3688 Ha. The calculation puts the LUMO energy at -1.261 eV. The relative energy (zero: lowest compared OMol25 entry of this formula, charge and spin) is 704.19 kJ/mol. The electronic energy comes out at -751.3684 a.u. The value obtained for the molecular weight is 119.1 g mol⁻¹. The HOMO-LUMO gap is 0.3225 Ha.

```
! RIJCOSX wB97M-V def2-TZVPD def2/J DEFGRID3
* xyz 0 1
C -0.360 -1.191 -0.320
N -1.215 -0.284 -0.214
N 0.248 -2.157 0.095
N 1.141 0.947 0.318
O -1.019 2.252 -0.829
O 0.058 1.165 1.432
S -0.301 1.211 -0.155
H 1.446 -1.943 -0.326
*
```

---

DFT (the ωB97M-V functional and the def2-TZVPD basis) results for a 2-piece molecular cluster, CHN3O3 overall.

The calculation puts the HOMO energy at -0.3925 Ha. The calculation puts the LUMO energy at -1.081 eV. The relative energy (zero: lowest compared OMol25 entry of this formula, charge and spin) is 257.07 kJ/mol. The electronic energy comes out at -428.4666 a.u. The value obtained for the molecular weight is 103.0 g mol⁻¹. The HOMO-LUMO gap is 0.3528 Ha.

```
! RIJCOSX wB97M-V def2-TZVPD def2/J DEFGRID3
* xyz 0 1
C -0.465 -0.469 -0.460
H 0.318 -1.258 1.842
N 0.562 0.118 0.238
N 0.399 1.542 0.144
N -0.243 1.620 -0.905
O 1.223 -0.415 1.278
O -0.828 0.430 -1.428
O -0.966 -1.570 -0.709
*
```

---

DFT (the ωB97M-V functional and the def2-TZVPD basis) results for a 2-piece molecular cluster, CHN3O3 overall.

The calculation puts the HOMO energy (alpha / beta) at -0.3618 / -0.3616 Ha. The calculation puts the LUMO energy (alpha / beta) at -1.405 / -1.410 eV. The relative energy (zero: lowest compared OMol25 entry of this formula, charge and spin) is 336.38 kJ/mol. The electronic energy comes out at -428.4364 a.u. The value obtained for the molecular weight is 103.0 g mol⁻¹. The HOMO-LUMO gap (alpha / beta) is 0.3102 / 0.3098 Ha.

```
! RIJCOSX wB97M-V def2-TZVPD def2/J DEFGRID3
* xyz 0 1
C -1.031 -0.253 1.124
N -1.751 -1.024 1.574
N -0.336 0.561 0.414
N 0.158 -0.433 -1.291
O -0.771 -0.909 -1.820
O 1.297 -0.281 -1.339
O 1.010 0.722 0.750
H 1.425 1.617 0.588
*
```

---

DFT (the ωB97M-V functional and the def2-TZVPD basis) results for a 2-piece molecular cluster, CHN3O3 overall.

The calculation puts the HOMO energy (alpha / beta) at -0.4669 / -0.4127 Ha. The calculation puts the LUMO energy (alpha / beta) at -2.911 / -4.417 eV. The relative energy (zero: lowest compared OMol25 entry of this formula, charge and spin) is 600.10 kJ/mol. The electronic energy comes out at -428.3359 a.u. The value obtained for the molecular weight is 103.0 g mol⁻¹. The HOMO-LUMO gap (alpha / beta) is 0.3599 / 0.2504 Ha.

```
! RIJCOSX wB97M-V def2-TZVPD def2/J DEFGRID3
* xyz 0 1
C -3.090 -0.546 0.298
N -3.652 -0.590 -0.660
N -0.469 0.399 1.169
N -0.895 1.318 0.207
O -1.562 2.211 0.588
O -0.443 1.116 -0.925
O 0.424 -0.488 0.665
H 0.417 -0.001 -0.314
*
```

---

DFT (the ωB97M-V functional and the def2-TZVPD basis) results for CHN3O3 in the gas phase.

The calculation puts the HOMO energy at -0.4012 Ha. The calculation puts the LUMO energy at -0.019 eV. The relative energy (zero: lowest compared OMol25 entry of this formula, charge and spin) is 278.45 kJ/mol. The electronic energy comes out at -428.4584 a.u. The value obtained for the molecular weight is 103.0 g mol⁻¹. Its SMILES is N#CNO[N+](=O)[O-]. The HOMO-LUMO gap is 0.4005 Ha.

```
! RIJCOSX wB97M-V def2-TZVPD def2/J DEFGRID3
* xyz 0 1
C 1.398 -1.019 0.012
N 2.446 -1.553 0.100
N 0.255 -0.422 -0.338
N -1.616 -1.531 -1.297
O -1.067 -1.071 -2.228
O -2.627 -2.128 -1.223
O -1.019 -1.132 -0.080
H -0.016 0.568 -0.382
*
```

---

Please write out number 3 again, unchanged.
DFT (the ωB97M-V functional and the def2-TZVPD basis) results for CHIN2OS2 as an isolated structure.

The calculation puts the HOMO energy (alpha / beta) at -0.3417 / -0.3418 Ha. The calculation puts the LUMO energy (alpha / beta) at -1.626 / -1.626 eV. The relative energy (zero: lowest compared OMol25 entry of this formula, charge and spin) is 38.15 kJ/mol. The electronic energy comes out at -1317.2964 a.u. The value obtained for the molecular weight is 248.1 g mol⁻¹. The HOMO-LUMO gap (alpha / beta) is 0.2820 / 0.2820 Ha.

```
! RIJCOSX wB97M-V def2-TZVPD def2/J DEFGRID3
* xyz 0 1
C -1.259 -0.487 -0.361
N -0.119 1.191 -1.295
N 1.354 -0.630 0.029
O 0.262 1.577 1.207
S -0.050 -1.427 0.216
S 0.827 1.413 -0.156
I -3.242 -0.667 0.003
H 2.228 -0.970 0.357
*
```